[1]
Density functional theory data (ωB97M-V/def2-TZVPD) for one molecule with the formula C16H21ClN2O3S.

energy relative to the best compared isomer or geometry (same formula, charge and spin)	49.5	kcal per mole
SMILES string	O=C(NCCN1CCCC1)C1(S(=O)(=O)c2ccc(Cl)cc2)CC1

Element x y z (Å)
O1 -1.808 -0.839 2.332
C1 -1.888 -0.930 1.121
N1 -2.255 0.063 0.299
H1 -2.159 -0.085 -0.700
C2 -2.517 1.415 0.747
H2 -3.595 1.598 0.679
H3 -2.215 1.489 1.794
C3 -1.773 2.454 -0.098
N2 -0.500 2.843 0.489
C4 0.496 1.784 0.517
H4 1.246 2.067 1.262
C5 1.138 1.745 -0.884
H5 0.618 1.025 -1.516
H6 2.185 1.452 -0.831
C6 0.954 3.180 -1.405
H7 1.906 3.676 -1.585
H8 0.387 3.191 -2.335
C7 0.166 3.886 -0.277
H9 0.859 4.394 0.399
H10 -0.549 4.616 -0.651
H11 0.064 0.834 0.815
H12 -2.381 3.361 -0.142
H13 -1.670 2.063 -1.123
C8 -1.597 -2.225 0.405
C9 -1.454 -3.499 1.180
C10 -2.646 -3.298 0.307
H14 -2.686 -3.842 -0.625
H15 -3.604 -3.103 0.764
H16 -0.695 -4.192 0.848
H17 -1.578 -3.429 2.251
S1 -0.514 -2.122 -1.037
O2 -0.473 -3.403 -1.684
O3 -0.922 -1.000 -1.857
C11 1.138 -1.752 -0.420
C12 2.138 -1.665 -1.372
C13 3.430 -1.352 -0.988
C14 3.697 -1.129 0.356
C15 2.696 -1.224 1.312
C16 1.405 -1.539 0.919
H18 0.627 -1.612 1.661
H19 2.921 -1.050 2.351
Cl1 5.299 -0.725 0.845
H20 4.220 -1.278 -1.718
H21 1.890 -1.842 -2.406

Atom charges from the Mulliken analysis, given in e for atoms 1 to 4: -0.69 -0.05 -0.09 0.34

[2]
Density functional theory data (ωB97M-V/def2-TZVPD) for an isolated ion of composition C7H12N and charge +1.

energy relative to the best compared isomer or geometry (same formula, charge and spin)	82.0	kcal per mole
charge	+1
SMILES string	C=C[N+](=C)CC1CC1

Element x y z (Å)
C1 -1.931 1.913 1.954
C2 -1.644 1.487 0.726
C3 1.951 -0.870 -1.814
C4 -0.273 0.257 -0.939
C5 0.670 -1.028 -1.096
C6 1.996 -1.106 -0.355
C7 -0.730 -0.630 1.219
N1 -0.876 0.257 0.382
H1 -2.484 2.869 2.053
H2 -1.429 1.514 2.841
H3 -2.046 1.707 -0.258
H4 2.348 -1.452 -2.591
H5 2.012 0.155 -1.939
H6 0.301 1.211 -0.905
H7 -1.027 0.367 -1.780
H8 0.022 -1.933 -1.229
H9 2.118 -2.256 -0.009
H10 -1.296 -0.542 2.059
H11 0.006 -1.452 1.154
H12 2.313 -0.467 0.527

Atom charges from the Mulliken analysis, given in e for atoms 1 to 4: -0.79 0.10 -0.90 -0.55

[3]
Density functional theory data (ωB97M-V/def2-TZVPD) for one molecule with the formula C26H35N5O2.

energy relative to the best compared isomer or geometry (same formula, charge and spin)	1.4	kcal per mole
SMILES string	CN(C)c1ccc(C(=O)N2CCC[C@@H](CCC(=O)N3CCN(c4ccccn4)CC3)C2)cc1

Element x y z (Å)
C1 2.563 -6.003 4.799
N1 2.968 -6.151 3.422
C2 2.777 -5.114 2.541
C3 3.327 -5.142 1.250
C4 3.087 -4.126 0.350
C5 2.299 -3.032 0.694
C6 1.781 -2.977 1.982
C7 2.003 -3.995 2.884
H1 1.572 -3.908 3.867
H2 1.192 -2.120 2.276
C8 2.095 -1.890 -0.240
O1 2.452 -0.758 0.047
N2 1.530 -2.180 -1.441
C9 0.838 -3.404 -1.768
H3 1.021 -4.149 -0.995
C10 -0.665 -3.146 -1.905
C11 -0.920 -2.034 -2.918
H4 -1.988 -1.826 -2.987
H5 -0.586 -2.369 -3.904
C12 -0.148 -0.761 -2.553
C13 1.337 -1.124 -2.409
H6 1.915 -0.262 -2.069
H7 1.729 -1.463 -3.375
H8 -0.242 -0.048 -3.382
C14 -0.645 -0.078 -1.275
C15 -2.109 0.366 -1.360
C16 -2.471 1.234 -0.169
O2 -3.096 0.781 0.773
N3 -2.036 2.518 -0.173
C17 -1.429 3.244 -1.265
H9 -1.149 2.580 -2.078
C18 -2.408 4.316 -1.768
N4 -2.791 5.196 -0.686
C19 -2.146 6.395 -0.546
N5 -1.325 6.735 -1.545
C20 -0.722 7.910 -1.516
C21 -0.877 8.830 -0.497
C22 -1.728 8.486 0.547
C23 -2.371 7.268 0.534
H10 -3.038 7.010 1.340
H11 -1.890 9.170 1.368
H12 -0.360 9.775 -0.514
H13 -0.076 8.110 -2.362
C24 -3.385 4.465 0.409
H14 -3.666 5.130 1.221
H15 -4.291 3.973 0.037
C25 -2.412 3.393 0.920
H16 -2.880 2.781 1.692
H17 -1.512 3.871 1.322
H18 -1.944 4.918 -2.548
H19 -3.313 3.833 -2.154
H20 -0.524 3.740 -0.895
H21 -2.763 -0.506 -1.309
H22 -2.302 0.884 -2.301
H23 -0.007 0.788 -1.084
H24 -0.528 -0.745 -0.421
H25 -1.071 -2.866 -0.932
H26 -1.160 -4.064 -2.224
H27 1.232 -3.782 -2.721
H28 3.536 -4.173 -0.633
H29 3.955 -5.960 0.939
C26 3.919 -7.191 3.110
H30 3.938 -7.918 3.918
H31 4.934 -6.798 2.976
H32 3.623 -7.714 2.198
H33 2.800 -6.913 5.346
H34 3.068 -5.163 5.291
H35 1.484 -5.847 4.863

Atom charges from the Mulliken analysis, given in e for atoms 1 to 4: -1.08 0.05 1.26 -0.28

[4]
Density functional theory data (ωB97M-V/def2-TZVPD) for C19H24AuN3 as an isolated structure.

energy	-28252.938	eV

Element x y z (Å)
Au1 0.201 0.043 0.048
C1 4.712 4.753 -2.339
C2 3.253 4.952 -2.764
C3 2.771 6.316 -2.251
C4 3.172 4.920 -4.296
C5 2.379 3.851 -2.195
C6 0.961 3.833 -2.394
C7 0.134 2.855 -1.895
N1 0.578 1.805 -1.157
C8 1.896 1.823 -0.953
C9 2.810 2.789 -1.458
C10 3.133 -0.003 0.459
C11 4.436 -0.384 0.898
C12 4.639 -1.480 1.687
C13 3.494 -2.231 2.062
C14 2.263 -1.835 1.623
N2 2.049 -0.760 0.844
C15 6.014 -1.918 2.168
C16 6.293 -3.330 1.627
C17 6.020 -1.935 3.704
C18 7.120 -0.980 1.684
H1 5.336 5.530 -2.783
H2 5.084 3.780 -2.661
H3 4.810 4.823 -1.253
H4 3.451 7.099 -2.593
H5 2.751 6.329 -1.159
H6 1.769 6.550 -2.613
H7 3.862 5.652 -4.719
H8 2.165 5.154 -4.645
H9 3.443 3.932 -4.671
H10 0.506 4.629 -2.969
H11 -0.931 2.897 -2.077
H12 4.587 2.550 -0.329
H13 5.257 0.233 0.562
H14 3.572 -3.114 2.678
H15 1.380 -2.398 1.897
H16 5.590 -4.057 2.033
H17 7.304 -3.645 1.892
H18 6.201 -3.344 0.540
H19 5.320 -2.671 4.098
H20 5.734 -0.956 4.096
H21 7.017 -2.176 4.077
H22 7.164 -0.951 0.594
H23 8.083 -1.336 2.052
H24 6.968 0.033 2.059
N3 3.923 2.071 -0.923
C19 2.954 1.122 -0.334

Atom charges from the Mulliken analysis, given in e for atoms 1 to 4: 0.32 -2.00 2.09 -1.65

[5]
Density functional theory data (ωB97M-V/def2-TZVPD) for a 6-piece molecular cluster, C5H21NO6 overall.

energy relative to the best compared isomer or geometry (same formula, charge and spin)	69.1	kcal per mole
SMILES string	CCCCC(N)=O.O.O.O.O.O

Element x y z (Å)
C1 -0.663 0.014 2.806
C2 -1.813 -0.233 1.890
C3 -2.502 1.012 1.333
C4 -2.329 1.014 -0.203
C5 -0.960 1.461 -0.609
N1 0.032 0.644 -1.029
O1 -0.660 2.700 -0.668
H1 0.135 0.475 2.110
H2 -0.067 -0.879 3.304
H3 -0.808 0.690 3.622
H4 -1.414 -0.811 1.000
H5 -2.468 -1.014 2.366
H6 -3.457 0.992 1.782
H7 -2.154 1.960 1.715
H8 -2.527 0.126 -0.787
H9 -3.195 1.715 -0.728
H10 0.912 0.871 -1.123
H11 -0.380 -0.344 -0.982
H12 1.127 2.678 -0.124
H13 2.098 3.167 0.841
O2 2.002 2.452 0.173
H14 2.808 -0.316 -2.715
H15 3.387 0.474 -1.577
O3 2.681 -0.018 -1.993
H16 -1.004 -2.887 -2.345
H17 -0.469 -1.551 -2.568
O4 -1.188 -2.004 -2.032
H18 3.328 -1.376 -0.379
H19 2.765 -0.845 1.008
O5 2.869 -1.611 0.408
H20 0.678 -2.308 -1.476
H21 2.053 -3.085 -1.247
O6 1.184 -3.163 -1.772

Atom charges from the Mulliken analysis, given in e for atoms 1 to 4: -1.01 0.04 -0.76 -0.80

[6]
Density functional theory data (ωB97M-V/def2-TZVPD) for C19H12AsF3MoN2O6S4 as an isolated structure.

energy relative to the best compared isomer or geometry (same formula, charge and spin)	10.8	kcal per mole
charge	+2

Element x y z (Å)
Mo1 0.598 0.731 0.141
F1 -0.930 6.407 -0.478
C1 -1.691 5.369 -0.823
F2 -1.247 4.894 -1.995
F3 -2.942 5.793 -0.982
C2 -1.627 4.297 0.245
C3 -2.333 4.449 1.436
C4 -2.238 3.485 2.427
C5 -1.439 2.377 2.218
N1 -0.752 2.239 1.078
C6 -0.848 3.169 0.119
S1 0.233 2.623 -1.153
H1 -2.957 5.322 1.577
H2 -2.780 3.587 3.356
H3 -1.343 1.598 2.959
S2 1.997 0.961 2.036
C7 0.793 -0.106 2.694
N2 -0.227 -0.233 1.875
C8 -1.151 -1.182 2.307
C9 -2.364 -1.530 1.716
C10 -3.138 -2.478 2.356
C11 -2.734 -3.059 3.564
C12 -1.546 -2.701 4.170
C13 -0.756 -1.755 3.524
S3 0.766 -1.094 4.074
H4 -2.698 -1.060 0.802
H5 -4.083 -2.770 1.920
H6 -3.370 -3.795 4.037
H7 -1.244 -3.140 5.110
O1 3.564 -1.354 0.031
As1 3.460 -0.464 -1.451
O2 4.742 0.410 -1.813
O3 2.054 0.697 -0.892
C14 2.656 -1.539 -2.802
C15 3.630 -2.255 -3.501
C16 3.271 -3.110 -4.532
C17 1.940 -3.242 -4.889
C18 0.961 -2.515 -4.222
C19 1.325 -1.678 -3.190
S4 -0.369 -1.445 -1.251
O4 0.312 -0.889 -2.603
O5 0.787 -1.406 -0.264
O6 -1.026 -0.111 -0.819
H8 4.450 -1.226 0.410
H9 4.679 -2.139 -3.252
H10 4.038 -3.660 -5.058
H11 1.657 -3.898 -5.701
H12 -0.079 -2.574 -4.513

Atom charges from the Mulliken analysis, given in e for atoms 1 to 4: 0.34 -0.21 0.65 -0.24

[7]
Density functional theory data (ωB97M-V/def2-TZVPD) for a 2-piece molecular cluster, C14H25BN2O2 overall.

energy	-22673.976	eV
SMILES string	CBCCC(=O)Nc1ccccc1.COC[C@@H](C)N

Element x y z (Å)
C1 3.608 -3.076 0.899
B1 4.545 -2.467 -0.207
C2 4.021 -1.214 -1.020
C3 4.012 0.066 -0.148
C4 2.817 0.954 -0.410
O1 2.862 1.807 -1.240
N1 1.623 0.785 0.382
C5 0.805 -0.323 0.018
C6 0.182 -1.080 1.013
C7 -0.612 -2.164 0.660
C8 -0.791 -2.501 -0.674
C9 -0.173 -1.743 -1.668
C10 0.604 -0.646 -1.320
H1 3.089 -2.266 1.413
H2 4.161 -3.707 1.588
H3 2.835 -3.687 0.426
H4 5.626 -2.931 -0.418
H5 4.671 -1.051 -1.877
H6 3.035 -1.482 -1.399
H7 4.886 0.651 -0.403
H8 4.019 -0.194 0.912
H9 1.894 0.704 1.355
H10 0.342 -0.830 2.052
H11 -1.083 -2.747 1.438
H12 -1.395 -3.343 -0.978
H13 -0.286 -1.991 -2.710
H14 1.075 -0.081 -2.110
C11 -4.116 2.167 -1.170
C12 -3.605 1.062 -0.252
C13 -3.632 1.430 1.239
O2 -2.598 2.301 1.656
C14 -2.825 3.675 1.409
N2 -2.270 0.655 -0.693
H15 -3.381 2.961 -1.300
H16 -4.329 1.762 -2.159
H17 -5.037 2.612 -0.784
H18 -4.273 0.203 -0.373
H19 -3.485 0.513 1.816
H20 -4.611 1.837 1.529
H21 -3.883 3.932 1.511
H22 -2.471 3.965 0.417
H23 -2.256 4.240 2.147
H24 -1.976 -0.147 -0.147
H25 -1.622 1.390 -0.419

Atom charges from the Mulliken analysis, given in e for atoms 1 to 4: -0.89 0.11 -0.38 -0.60

[8]
Density functional theory data (ωB97M-V/def2-TZVPD) for C33H40GeN6S2Sc as an isolated structure.

energy relative to the best compared isomer or geometry (same formula, charge and spin)	89.9	kcal per mole
charge	-1

Element x y z (Å)
Sc1 1.243 1.374 1.122
C1 3.974 -1.046 1.252
C2 3.306 -0.608 2.558
N1 2.872 0.770 2.458
C3 3.878 1.773 2.716
C4 3.241 3.142 2.449
N2 2.598 3.118 1.146
C5 3.233 3.868 0.084
C6 2.962 3.243 -1.286
C7 1.470 3.194 -1.628
N3 0.780 2.252 -0.777
C8 0.349 0.989 -1.337
C9 1.494 -0.032 -1.340
N4 1.995 -0.280 -0.011
C10 2.978 -1.337 0.123
H1 4.568 -1.946 1.420
H2 4.650 -0.251 0.934
H3 4.017 -0.744 3.392
H4 2.430 -1.232 2.759
H5 2.064 0.926 3.073
H6 4.706 1.623 2.015
H7 4.277 1.725 3.747
H8 4.005 3.930 2.503
H9 2.485 3.334 3.218
H10 1.619 3.404 1.258
H11 4.316 3.858 0.252
H12 2.904 4.921 0.071
H13 3.350 2.226 -1.281
H14 3.488 3.816 -2.053
H15 1.354 2.906 -2.684
H16 1.044 4.197 -1.511
H17 0.012 2.680 -0.258
H18 0.022 1.104 -2.394
H19 -1.589 1.248 -0.482
H20 2.319 0.338 -1.960
H21 1.096 -0.938 -1.831
H22 1.207 -0.505 0.607
H23 3.537 -1.424 -0.816
H24 2.495 -2.308 0.313
S1 -0.511 2.910 2.241
C11 -0.635 1.612 3.350
S2 -0.113 0.030 2.943
C12 -1.197 1.857 4.600
C13 -1.698 3.121 4.916
N5 -2.118 4.162 5.185
C14 -1.271 0.902 5.613
N6 -1.330 0.154 6.491
C15 -0.805 0.481 -0.495
Ge1 -1.767 -1.131 -1.222
C16 -1.129 -3.011 -0.995
C17 0.106 -3.514 -1.399
C18 0.408 -4.857 -1.277
C19 -0.517 -5.743 -0.751
C20 -1.756 -5.260 -0.352
C21 -2.052 -3.918 -0.477
C22 -3.426 -1.106 -0.153
C23 -4.721 -1.042 -0.642
C24 -5.806 -1.102 0.216
C25 -5.608 -1.233 1.579
C26 -4.319 -1.285 2.084
C27 -3.243 -1.214 1.222
C28 -2.014 -0.735 -3.150
C29 -1.301 -1.404 -4.144
C30 -1.498 -1.111 -5.479
C31 -2.409 -0.131 -5.857
C32 -3.114 0.555 -4.877
C33 -2.922 0.251 -3.544
H25 -0.471 0.368 0.549
H26 0.854 -2.854 -1.818
H27 1.376 -5.217 -1.595
H28 -0.280 -6.794 -0.652
H29 -2.496 -5.936 0.053
H30 -3.024 -3.556 -0.166
H31 -4.887 -0.957 -1.709
H32 -6.812 -1.053 -0.184
H33 -6.456 -1.301 2.248
H34 -4.145 -1.378 3.146
H35 -2.240 -1.256 1.626
H36 -0.586 -2.166 -3.858
H37 -0.947 -1.649 -6.240
H38 -2.571 0.097 -6.903
H39 -3.819 1.326 -5.161
H40 -3.481 0.778 -2.782

Atom charges from the Mulliken analysis, given in e for atoms 1 to 4: -1.55 -0.82 -0.80 0.14

Q: Which max |F| values were calculated for the entries above? A: 1.0; 4.7; 0.6; 0.6; 16.6; 0.6; 0.9; 3.1, in eV/A.